{"formula": "C23H30BrO5Zr", "method": "the ωB97M-V functional and the def2-TZVPD basis", "total_charge": -1, "e_homo_ev": -0.1, "e_above_lowest_kcal_mol": 18.8, "homo_lumo_gap_ha": 0.09777, "multiplicity": 1, "species": ["C", "C", "C", "C", "H", "H", "C", "H", "H", "C", "H", "H", "C", "C", "C", "O", "O", "O", "O", "C", "H", "H", "H", "C", "H", "H", "H", "O", "H", "H", "C", "C", "H", "H", "H", "H", "H", "H", "Zr", "C", "C", "C", "H", "C", "C", "H", "H", "H", "H", "C", "C", "C", "H", "C", "C", "H", "H", "H", "H", "Br"], "positions_angstrom": [[0.38149, -0.32503, -7.21576], [0.13650, -1.06738, -5.89245], [-0.04474, 1.13324, -7.02369], [-0.92216, 1.20110, -5.76716], [-0.60692, 1.46860, -7.90456], [0.84880, 1.77540, -6.91846], [-1.06088, -0.34359, -5.30024], [1.00441, -0.95283, -5.22568], [0.00044, -2.14047, -6.10664], [-1.37073, -0.64921, -3.85734], [-1.93895, -0.73896, -5.83631], [-1.95348, 1.47170, -5.99553], [-0.40763, 2.22982, -4.86654], [1.80536, -0.49937, -7.69268], [-0.40295, -0.91694, -8.39718], [-0.93371, -0.26059, -9.27051], [2.76648, -0.63584, -6.95500], [1.88472, -0.50977, -9.03172], [-0.42366, -2.25642, -8.40005], [-1.03632, -2.81815, -9.55165], [-0.90990, -3.89344, -9.46950], [-0.54855, -2.43996, -10.46365], [-2.11040, -2.55473, -9.57870], [3.20054, -0.76532, -9.53469], [3.92293, -0.08495, -9.07197], [3.13798, -0.60131, -10.60762], [3.48170, -1.80186, -9.31454], [-0.73232, 0.14332, -2.84253], [-1.08074, -1.66194, -3.55100], [-2.46341, -0.50491, -3.71526], [-1.36939, 3.00517, -4.08551], [1.03774, 2.26652, -4.50550], [1.49348, 3.02989, -5.12602], [1.56990, 1.31966, -4.64404], [1.20538, 2.56239, -3.45567], [-0.98780, 3.31580, -3.09972], [-2.29240, 2.45108, -3.87172], [-1.62014, 3.89119, -4.68729], [-0.26610, 0.54451, -1.06862], [-1.93064, 0.67160, 0.65785], [-2.69776, 0.60014, -0.56816], [-2.54204, -0.70632, -1.10964], [-3.36459, 1.37571, -0.95037], [-1.62547, -1.43983, -0.28280], [-1.28124, -0.59245, 0.82797], [-0.72968, -0.89503, 1.71541], [-1.91965, 1.48266, 1.37219], [-3.10157, -1.11987, -1.93917], [-1.33122, -2.47791, -0.41299], [2.06720, 1.07497, -0.51120], [1.53832, 0.07360, 0.36389], [1.31003, -1.11592, -0.42683], [1.41539, 0.18848, 1.43486], [1.68500, -0.83327, -1.78133], [2.16560, 0.51868, -1.83288], [2.64628, 0.99800, -2.67261], [2.42907, 2.05588, -0.20721], [1.02103, -2.09801, -0.04789], [1.70225, -1.55334, -2.59920], [-0.27836, 3.04818, -0.63708]], "forces_ev_per_a": [[0.1, -0.8, -1.1], [0.3, 0.1, 0.2], [0.3, 0.2, -0.5], [0.2, 0.4, 1.0], [0.4, 0.0, 0.2], [-0.5, -0.3, 0.1], [-0.1, -0.6, -0.6], [-0.1, 0.0, -0.3], [0.0, 0.3, 0.4], [0.0, 0.9, 1.2], [-0.1, 0.0, 0.0], [-0.2, 0.1, -0.4], [0.2, -1.2, -0.1], [0.7, 0.0, 1.5], [-1.0, 1.0, -0.2], [0.2, -0.8, 0.6], [-0.7, 0.1, -1.0], [0.8, 0.0, -0.2], [0.1, -0.3, 0.0], [-0.4, 0.1, -0.4], [0.0, 0.0, 0.0], [-0.2, -0.1, 0.3], [0.5, -0.1, -0.1], [0.0, 0.0, 0.1], [-0.1, -0.2, -0.1], [0.0, 0.0, 0.0], [0.0, 0.2, -0.1], [-0.1, 0.0, -2.4], [-0.4, -0.3, -0.5], [0.5, -0.2, -0.1], [-0.1, 0.4, 0.3], [-0.6, 0.1, 0.1], [1.2, 0.4, -0.1], [0.1, -0.1, -0.1], [-0.1, 0.0, -0.1], [-0.1, 0.1, -0.5], [-0.3, 0.0, 0.1], [-0.7, 0.6, 0.5], [-1.0, -0.3, -1.1], [-0.7, -1.5, 0.0], [-0.2, -0.6, 0.7], [0.0, 0.0, 1.7], [0.5, -0.2, 0.0], [-0.9, 1.1, 0.2], [-1.2, 0.3, 0.2], [0.0, 0.1, -0.4], [0.1, 0.0, -0.3], [0.4, 0.2, 0.0], [0.0, 0.4, -0.1], [0.8, -1.2, -0.1], [1.4, -0.3, -0.6], [1.3, 0.2, -0.2], [-0.1, -0.1, -0.3], [0.9, 0.4, 1.1], [0.1, -0.7, 1.3], [-0.5, 0.0, 0.0], [-0.4, -0.3, -0.2], [-0.1, 0.5, -0.2], [-0.3, 0.4, 0.2], [-0.1, 1.4, 0.4]], "mulliken_charge": [3.6726, -1.7872, -1.8803, 0.4781, 0.3119, 0.2079, 0.8552, 0.1432, 0.5759, -1.5939, 0.4133, 0.4049, 0.2285, -0.4804, -0.3658, -0.6498, -0.6672, -0.2573, -0.2609, -0.7911, 0.2562, 0.3041, 0.2962, -0.8015, 0.2939, 0.2493, 0.3209, 0.6504, 0.2127, 0.3309, -1.3185, -1.3892, 0.3640, -0.0561, 0.4235, 0.0318, 0.2849, 0.3490, 0.3255, -0.5732, -0.4416, -0.5346, 0.4047, -0.6106, -0.5021, 0.5886, 0.5189, 0.7127, 0.4151, -0.8551, -0.4629, -0.4498, 0.4861, -0.4842, -0.6199, 0.7564, 0.4845, 0.5812, 0.4981, -0.5980]}